Record 1
148
Properties=species:S:1:pos:R:3:forces:R:3:lowdin_charge:R:1 method="wB97M-V/def2-TZVPD" smiles="O=[N+]([O-])c1ccccc1.O=[N+]([O-])c1ccccc1.CCOS(C)(=O)=O.CCOS(C)(=O)=O.CCOS(C)(=O)=O.CCOS(C)(=O)=O.CCOS(C)(=O)=O.CCOS(C)(=O)=O.CCOS(C)(=O)=O.CCOS(C)(=O)=O" homo_ev=-10.0 relative_energy_kj_mol=0.00 charge=0
O -9.329 1.876 0.820 -0.1 -0.2 -0.4 -0.282
S -8.019 1.301 0.728 0.2 1.7 1.4 0.564
O -7.457 0.872 -0.500 0.1 -0.1 -0.5 -0.259
O -6.984 2.370 1.365 -0.4 -0.4 -1.0 -0.269
C -7.487 3.441 2.160 0.1 -0.1 1.9 -0.311
C -7.552 4.746 1.443 0.9 0.9 0.1 -0.077
C -7.834 0.057 1.936 0.2 -1.5 -2.7 -0.110
H -6.777 3.507 3.016 -0.3 0.0 -0.6 0.128
H -8.456 3.209 2.616 0.1 -0.3 -0.3 0.118
H -7.766 5.536 2.191 0.2 -0.3 -0.3 0.089
H -8.368 4.791 0.726 0.2 -0.1 -0.4 0.077
H -6.535 4.936 1.010 -1.1 0.1 0.0 0.096
H -6.754 -0.170 1.825 -0.7 -0.4 0.5 0.066
H -8.530 -0.735 1.547 0.9 0.3 0.7 0.102
H -8.130 0.432 2.861 -0.3 0.5 1.6 0.052
O -1.167 -3.804 3.509 -0.2 0.5 -0.5 -0.284
S -0.435 -4.375 2.416 0.7 -2.2 1.8 0.581
O 0.134 -3.609 1.380 0.5 1.0 -0.9 -0.269
O 0.804 -5.217 3.071 -1.2 0.7 -0.8 -0.237
C 0.714 -5.502 4.477 -1.3 0.5 1.0 -0.274
C 1.688 -4.626 5.202 -1.1 1.3 1.2 -0.063
C -1.395 -5.645 1.683 -0.1 -1.0 1.3 -0.100
H 0.952 -6.539 4.601 0.1 -0.6 0.0 0.115
H -0.328 -5.314 4.867 1.0 -0.3 -0.6 0.127
H 1.525 -3.570 4.923 -0.2 -0.3 0.3 0.077
H 2.649 -4.844 4.890 2.1 -0.5 -0.7 0.051
H 1.682 -4.713 6.316 -0.3 -0.1 -0.9 0.105
H -0.841 -6.172 0.937 0.5 -0.2 -0.4 0.073
H -2.236 -5.178 1.251 -1.1 0.7 -0.6 0.044
H -1.767 -6.362 2.447 0.4 0.6 -0.3 0.098
O 4.655 0.194 -1.736 -0.4 -2.6 -1.8 -0.254
S 4.824 1.470 -1.207 0.2 4.0 2.7 0.556
O 5.989 1.719 -0.384 -1.1 -0.4 0.0 -0.286
O 4.918 2.625 -2.259 0.4 -0.4 -1.0 -0.251
C 4.344 2.509 -3.584 0.0 1.2 0.3 -0.229
C 3.602 3.809 -3.792 -0.3 0.2 0.0 -0.060
C 3.232 1.931 -0.413 1.6 -0.3 -0.3 -0.074
H 3.702 1.660 -3.688 -0.4 -0.5 0.3 0.070
H 5.146 2.398 -4.292 0.5 -0.1 -0.2 0.121
H 2.991 3.730 -4.687 -0.3 0.0 0.0 0.079
H 4.255 4.670 -3.943 0.3 -0.2 0.1 0.081
H 2.985 4.025 -2.907 -0.1 -0.2 -0.5 0.069
H 3.145 1.173 0.334 -0.5 -0.3 0.6 0.028
H 2.468 1.857 -1.149 -0.5 -0.5 -0.7 0.017
H 3.123 2.933 -0.021 0.8 0.2 0.2 0.082
O 0.832 4.400 -1.399 -2.2 1.2 -0.5 -0.287
S -0.519 4.944 -1.541 2.2 1.3 0.9 0.587
O -1.473 4.716 -0.506 -0.6 -0.8 0.1 -0.293
O -0.426 6.577 -1.649 -1.0 -0.8 -0.5 -0.284
C -1.783 7.264 -1.679 1.3 0.3 0.3 -0.211
C -1.507 8.672 -2.237 -0.5 -0.9 0.2 -0.067
C -1.134 4.540 -3.127 0.1 -1.7 0.0 -0.124
H -2.142 7.245 -0.635 0.0 0.0 -0.7 0.120
H -2.452 6.752 -2.391 0.2 0.0 0.6 0.102
H -1.270 8.507 -3.297 0.0 0.6 0.3 0.084
H -0.701 9.162 -1.716 0.5 -0.1 0.1 0.072
H -2.384 9.317 -2.080 0.1 -0.3 -0.4 0.084
H -2.164 4.859 -3.264 0.2 0.1 -0.1 0.069
H -1.075 3.426 -3.181 -0.1 0.8 0.1 0.073
H -0.405 4.922 -3.829 -0.1 0.3 -0.3 0.080
O 1.673 -0.549 -2.416 -0.4 0.4 -0.6 -0.276
S 1.129 0.388 -3.365 -0.9 0.9 -1.1 0.643
O 1.109 1.819 -3.036 0.0 -2.3 -0.7 -0.309
O 1.903 0.265 -4.790 -0.2 0.3 1.5 -0.285
C 2.326 -1.031 -5.308 1.0 0.0 -1.3 -0.221
C 3.861 -1.045 -5.591 -1.5 -0.7 0.1 -0.039
C -0.555 -0.151 -3.976 1.7 0.1 0.4 -0.051
H 1.848 -1.047 -6.307 -0.2 -0.5 0.7 0.131
H 2.046 -1.874 -4.649 -0.1 0.7 -0.3 0.086
H 4.380 -0.880 -4.668 0.5 0.4 0.4 0.070
H 4.107 -0.362 -6.402 0.1 0.2 0.3 0.080
H 4.126 -2.061 -5.916 -0.1 0.3 0.0 0.071
H -0.813 0.480 -4.812 -0.1 0.5 0.0 0.066
H -1.272 -0.131 -3.167 -0.1 0.0 0.1 0.043
H -0.386 -1.146 -4.375 -0.1 -0.3 0.2 0.058
O 1.158 1.252 4.284 -0.1 2.6 3.7 -0.229
S 1.328 0.457 3.172 -1.0 -3.5 -2.0 0.480
O 1.433 1.047 1.905 -0.1 0.8 -1.9 -0.244
O 2.554 -0.492 3.319 0.8 -0.5 -0.8 -0.252
C 3.279 -0.481 4.549 2.1 1.1 -1.5 -0.250
C 4.666 -1.022 4.279 0.5 -1.3 -1.6 -0.054
C 0.038 -0.760 3.225 0.1 0.5 0.2 -0.100
H 2.670 -0.965 5.222 -0.9 -1.0 2.1 0.096
H 3.486 0.555 4.742 -0.5 0.5 0.9 0.116
H 4.741 -2.128 4.019 -0.3 1.2 0.6 0.097
H 5.401 -0.774 5.056 -0.4 -0.1 -0.1 0.086
H 4.963 -0.501 3.335 0.1 -0.3 0.8 0.083
H 0.166 -1.297 4.189 -0.4 0.4 -0.6 0.087
H 0.099 -1.457 2.392 0.1 0.2 0.0 0.036
H -0.867 -0.131 3.169 0.1 -0.6 0.2 0.056
O -4.979 1.304 4.445 -0.4 -0.1 0.0 -0.273
S -4.013 0.831 3.505 0.8 -1.1 1.3 0.544
O -4.189 1.072 2.117 -0.4 0.1 -1.0 -0.275
O -2.593 1.387 3.944 -0.4 0.7 -0.9 -0.280
C -2.132 2.612 3.154 1.0 -2.6 0.2 -0.208
C -2.857 3.831 3.449 -1.0 1.2 -1.0 -0.067
C -3.677 -0.937 3.780 -1.1 1.1 -0.3 -0.089
H -2.107 2.326 2.102 -0.2 0.1 0.0 0.112
H -1.124 2.590 3.517 0.7 0.5 0.1 0.106
H -2.942 4.011 4.495 -0.1 0.2 0.8 0.085
H -3.845 3.843 2.964 0.1 -0.1 0.3 0.086
H -2.298 4.643 2.977 0.0 0.1 0.1 0.098
H -3.056 -1.265 2.963 0.8 0.0 0.1 0.042
H -4.606 -1.508 3.663 0.0 0.4 0.4 0.076
H -3.278 -0.987 4.786 0.2 -0.4 -0.1 0.074
O 6.935 -3.575 1.798 -0.5 -1.7 2.0 -0.273
S 7.262 -2.877 0.632 0.9 1.4 -3.8 0.583
O 8.194 -3.331 -0.375 -0.6 -0.1 1.2 -0.287
O 5.895 -2.659 -0.254 2.2 0.5 1.5 -0.230
C 4.856 -2.018 0.481 -1.7 -0.2 -0.8 -0.285
C 3.624 -2.455 -0.301 -1.1 0.1 -0.1 -0.061
C 7.767 -1.256 1.142 -0.2 0.0 0.4 -0.117
H 4.910 -0.918 0.461 0.4 -0.4 -0.1 0.095
H 4.838 -2.337 1.526 0.0 -0.3 -0.2 0.098
H 3.542 -1.988 -1.283 0.4 0.6 0.2 0.043
H 2.695 -2.198 0.222 0.1 -0.1 0.1 0.078
H 3.596 -3.513 -0.576 0.3 -0.1 0.8 0.087
H 8.609 -1.351 1.897 -0.9 0.0 -1.3 0.103
H 6.898 -0.821 1.661 0.4 0.1 -0.2 0.049
H 7.971 -0.735 0.201 0.3 0.2 0.6 0.078
C -0.929 -4.322 -2.495 -0.4 0.3 -0.3 -0.049
C 0.239 -3.658 -2.085 -0.4 -0.8 -1.1 -0.040
C 1.388 -3.737 -2.883 -0.4 0.6 0.9 0.000
C 1.295 -4.416 -4.083 -1.1 -0.8 -0.2 -0.169
C 0.136 -5.067 -4.526 -0.8 0.5 1.0 0.011
C -1.018 -4.994 -3.733 1.5 0.7 0.7 -0.046
N 2.423 -4.418 -4.983 0.4 0.4 -1.2 -0.352
O 3.464 -4.000 -4.530 0.6 -0.2 0.0 0.079
O 2.257 -4.725 -6.165 0.0 0.0 1.0 0.070
H -1.849 -4.237 -1.902 0.5 0.0 -0.1 0.096
H 0.211 -3.042 -1.206 0.3 -0.1 0.3 0.065
H 2.284 -3.204 -2.542 -0.3 -0.4 -0.5 0.101
H 0.098 -5.581 -5.464 0.2 0.0 -0.4 0.112
H -1.970 -5.372 -4.059 -0.1 -0.3 -0.1 0.102
C -1.116 0.616 -0.636 0.0 -0.4 0.3 -0.063
C -0.834 -0.715 -0.326 0.5 0.1 -0.2 -0.087
C -1.824 -1.636 -0.133 -1.0 -0.4 -0.7 -0.020
C -3.150 -1.268 -0.390 0.5 0.6 1.0 -0.135
C -3.485 0.060 -0.579 0.5 -0.3 -0.9 0.001
C -2.448 0.994 -0.769 -0.7 0.4 1.0 -0.047
N -4.239 -2.250 -0.276 1.5 -1.5 -0.3 -0.333
O -5.362 -1.850 -0.187 -0.8 0.1 0.2 0.104
O -3.908 -3.452 -0.325 -0.4 1.3 0.2 0.034
H -0.242 1.263 -0.677 -0.5 0.4 -0.3 0.111
H 0.189 -1.073 -0.322 0.1 0.3 0.4 0.098
H -1.564 -2.640 0.129 -0.1 -0.4 0.0 0.077
H -4.541 0.285 -0.665 0.1 0.4 0.1 0.117
H -2.771 2.038 -0.808 0.4 -0.2 -0.4 0.112



Record 2
125
Properties=species:S:1:pos:R:3:forces:R:3:lowdin_charge:R:1 method="wB97M-V/def2-TZVPD" homo_ev=-9.6 charge=+1
C -1.989 -1.941 1.486 7.8 -3.2 -5.2 0.105
C -0.870 -2.415 0.737 -7.2 4.4 4.8 -0.056
C 0.467 -2.556 -0.195 -2.0 -1.1 0.4 -0.128
C 1.494 -1.229 -0.203 -3.8 -1.6 2.8 -0.184
C 1.737 -1.216 1.451 -0.4 -0.4 1.0 -0.104
C 2.993 -0.584 2.166 1.9 -1.0 3.8 -0.283
O 3.913 0.332 1.536 1.2 -0.7 -0.1 -0.180
C 0.800 0.191 -0.842 -2.2 1.1 -0.8 -0.166
C 0.168 1.248 0.293 -0.7 -0.4 0.8 -0.125
C 1.068 2.100 1.265 0.0 2.2 1.7 -0.241
O 0.831 1.736 2.705 -1.2 1.1 -1.4 -0.307
Si -0.478 2.662 3.403 -0.5 -0.8 2.1 0.471
C -1.312 1.469 4.726 0.0 -1.5 0.0 -0.212
C 0.133 4.194 4.472 0.3 0.4 0.9 -0.200
C -1.896 3.154 2.199 -0.5 1.2 -0.6 -0.212
C -0.697 0.026 -1.576 -0.9 0.6 -0.6 -0.147
C -0.939 -0.940 -2.814 -1.4 0.1 -1.4 -0.165
N -2.277 -1.681 -2.582 -0.2 0.5 -2.0 -0.126
C -2.209 -3.108 -3.068 -1.6 -1.9 0.1 -0.233
C -3.363 -3.945 -2.191 1.4 -0.3 0.7 -0.090
C -3.389 -0.883 -3.230 -3.1 -0.5 -5.1 -0.281
C -3.908 0.559 -2.559 0.7 -1.4 -0.5 -0.021
O -4.021 -1.218 -4.381 4.1 1.3 7.2 -0.041
C 1.862 0.760 -1.953 1.1 -1.2 0.0 -0.354
C 1.467 1.165 -3.476 -1.2 -0.3 -2.5 -0.161
C 1.785 -0.020 -4.615 0.0 0.6 -0.5 -0.107
F 0.921 0.191 -5.836 1.9 -0.3 3.0 -0.137
P 3.032 2.274 -1.575 2.9 0.5 -1.2 0.780
N 4.278 2.360 -2.662 -2.5 1.3 0.9 -0.321
C 3.016 -0.429 -1.846 2.4 4.6 0.9 -0.197
N 2.631 -1.726 -1.099 1.6 2.2 -1.8 -0.457
Cl 4.200 -2.129 -0.430 0.1 -0.4 1.6 0.983
C 2.581 -2.753 -2.150 -0.1 -4.0 -4.0 -0.165
C 2.822 -4.346 -1.761 5.4 -5.9 0.7 -0.238
O 4.029 -4.977 -1.815 -8.0 5.4 0.3 -0.008
O 1.706 -5.320 -1.507 1.7 3.2 0.5 -0.026
H -2.951 -1.635 2.110 2.6 -1.1 -1.7 0.080
H 1.022 -3.536 0.203 -1.0 2.5 -0.7 0.124
H 0.061 -2.872 -1.236 0.7 0.8 1.7 0.085
H 1.695 -2.353 1.834 0.3 2.5 -1.1 0.143
H 0.796 -0.762 2.037 1.9 -0.8 -2.1 0.134
H 2.664 -0.047 3.186 0.2 -1.2 -2.4 0.146
H 3.691 -1.470 2.574 -1.8 1.6 -1.0 0.132
H 4.853 0.113 1.876 -2.5 0.6 -0.8 0.141
H -0.536 0.556 0.971 1.7 1.5 -1.4 0.123
H -0.616 2.013 -0.183 2.0 -1.9 0.5 0.135
H 0.713 3.246 1.240 0.9 -2.4 -0.6 0.117
H 2.213 2.168 1.153 -1.9 -0.7 -0.1 0.087
H -1.761 0.502 4.188 0.9 2.0 1.1 0.035
H -0.503 1.034 5.485 -1.8 1.1 -1.4 0.061
H -2.202 1.982 5.290 1.8 -0.9 -0.9 0.035
H -0.044 3.963 5.630 0.3 0.3 -2.5 0.059
H -0.497 5.169 4.255 1.6 -1.8 0.3 0.048
H 1.293 4.342 4.356 -2.3 0.1 0.1 0.047
H -2.576 3.940 2.776 1.4 -1.7 -1.2 0.069
H -1.436 3.747 1.282 -1.3 -1.3 1.6 0.048
H -2.588 2.270 1.870 1.4 1.7 0.4 0.053
H -1.019 1.092 -2.023 1.2 -2.2 1.3 0.124
H -1.557 -0.191 -0.775 2.3 0.1 -1.7 0.114
H -1.135 -0.347 -3.834 1.1 -1.0 2.2 0.150
H -0.177 -1.762 -3.086 -1.0 1.5 0.8 0.087
H -2.405 -3.258 -4.215 0.3 0.6 2.1 0.122
H -1.196 -3.667 -2.828 -1.8 1.6 -0.4 0.107
H -4.205 -3.241 -1.787 1.5 -1.4 -1.2 0.083
H -3.743 -4.900 -2.755 0.5 2.1 1.0 0.085
H -2.778 -4.336 -1.225 -1.4 0.8 -2.0 0.072
H -3.702 0.462 -1.412 -0.5 0.6 -2.2 0.075
H -5.048 0.685 -2.839 2.5 -0.4 0.7 0.108
H -3.312 1.422 -3.092 -1.1 -1.7 1.3 0.094
H 0.335 1.446 -3.671 2.2 -0.8 0.9 0.121
H 2.041 2.117 -3.913 -0.9 -2.1 1.5 0.117
H 2.904 0.086 -4.981 -2.4 -0.3 0.7 0.142
H 1.551 -1.098 -4.234 0.4 2.1 -0.8 0.090
H 3.767 2.115 -0.322 -1.5 -0.2 -0.5 0.027
H 2.257 3.488 -1.514 0.0 -0.9 0.3 0.032
H 4.171 3.314 -3.122 0.3 -1.7 0.4 -0.013
H 3.726 0.051 -1.012 -1.5 -1.0 -1.7 0.072
H 3.767 -0.468 -2.732 -1.7 -0.7 1.4 0.152
H 3.511 -2.579 -2.887 -2.1 -0.3 1.9 0.171
H 1.664 -2.788 -2.869 1.3 0.5 1.7 0.139
H 1.636 -5.499 -0.523 0.4 0.2 -1.6 0.125
C -1.385 7.184 7.014 0.0 0.1 0.1 -0.093
C -2.554 6.204 7.070 0.3 -0.1 0.2 -0.273
N -2.340 5.088 7.995 0.0 -0.4 -0.1 -0.191
C -3.300 3.996 7.822 0.2 0.0 -0.2 -0.260
C -4.767 4.294 8.108 -0.4 -0.1 0.1 -0.089
C -2.041 5.443 9.384 0.4 0.2 -0.1 -0.249
C -3.046 6.322 10.123 -0.1 0.1 0.3 -0.087
H -0.444 6.667 6.800 -0.1 0.0 0.1 0.070
H -1.553 7.917 6.216 0.0 -0.1 0.1 0.075
H -1.274 7.741 7.949 0.0 -0.1 -0.1 0.067
H -2.679 5.803 6.056 -0.1 -0.2 0.2 0.106
H -3.470 6.753 7.303 -0.1 0.2 0.0 0.098
H -2.990 3.137 8.431 0.1 0.3 0.0 0.114
H -3.226 3.640 6.786 0.1 0.2 0.0 0.088
H -4.960 4.385 9.180 0.0 0.1 -0.2 0.059
H -5.388 3.468 7.745 0.1 0.1 0.0 0.072
H -5.114 5.204 7.607 0.1 -0.1 0.1 0.071
H -1.069 5.954 9.405 -0.1 0.0 -0.2 0.103
H -1.873 4.530 9.968 -0.1 0.0 -0.3 0.116
H -3.361 7.187 9.534 0.0 -0.1 0.0 0.069
H -2.588 6.706 11.043 -0.1 -0.1 -0.1 0.076
H -3.932 5.758 10.422 0.0 0.2 -0.1 0.056
C 3.324 -5.982 -4.857 0.0 0.0 -0.2 -0.078
C 1.925 -5.795 -5.437 0.2 0.1 0.1 -0.261
N 1.662 -4.433 -5.909 -0.1 0.5 0.4 -0.196
C 0.247 -4.170 -6.170 -0.1 0.0 0.2 -0.264
C -0.427 -4.966 -7.282 -0.2 -0.1 -0.3 -0.079
C 2.591 -3.902 -6.910 0.4 0.0 0.2 -0.254
C 2.769 -4.692 -8.203 0.1 0.0 -0.3 -0.080
H 3.531 -5.245 -4.074 0.0 -0.2 -0.3 0.039
H 3.411 -6.979 -4.409 0.0 0.2 -0.1 0.087
H 4.099 -5.903 -5.626 -0.1 0.0 0.1 0.073
H 1.216 -6.034 -4.634 -0.1 0.2 -0.2 0.114
H 1.763 -6.536 -6.225 0.0 -0.2 -0.1 0.102
H 0.104 -3.099 -6.367 0.2 -0.1 0.0 0.110
H -0.310 -4.356 -5.241 0.2 -0.1 0.0 0.087
H -0.111 -4.624 -8.272 0.0 -0.1 0.1 0.062
H -1.512 -4.824 -7.231 0.1 0.0 0.0 0.076
H -0.237 -6.041 -7.201 0.0 0.2 0.0 0.074
H 3.579 -3.801 -6.440 -0.1 -0.1 0.1 0.099
H 2.310 -2.872 -7.161 -0.2 -0.2 0.1 0.113
H 2.919 -5.760 -8.026 0.0 0.1 0.0 0.072
H 3.653 -4.325 -8.737 -0.1 0.0 0.1 0.079
H 1.917 -4.563 -8.875 0.1 -0.1 0.1 0.059



no.,energy (Eh),strongest force on any atom (eV Å⁻¹),lowest unoccupied orbital energy (eV)
1,-6817.51183,4.89,-0.75
2,-3256.55806,9.96,-4.49